15
Properties=species:S:1:pos:R:3:forces:R:3 method="wB97M-V/def2-TZVPD" de_lowest_kcal_mol=110.1 total_charge=0 homo_ha=-0.30448 homo_lumo_gap_ha=0.3031
C -0.068611 1.707128 -0.297657 1.4 -0.3 0.0
C 0.072699 0.445865 0.089188 0.0 0.4 1.9
C 1.281432 0.110214 0.918618 3.2 -2.4 -0.8
N 2.141098 -0.878554 0.596688 0.3 3.9 3.0
N 1.946856 -1.647084 -0.379397 -3.8 -1.6 -6.7
C -1.127265 -0.457196 0.077061 -0.6 0.7 -0.7
C -2.385077 0.050656 -0.010637 0.7 0.6 1.6
Cl -3.921841 -0.804539 0.251682 1.3 0.3 -0.5
H -0.867319 1.845352 -0.947464 -1.3 1.2 -0.9
H 0.655818 2.480542 -0.063296 -0.1 -0.1 -0.3
H 1.921340 0.791536 1.537759 -1.8 -0.2 -0.2
H 2.725676 -2.126558 -1.042666 -2.1 1.9 2.8
H 1.010388 -1.192910 -1.000047 3.5 -2.2 1.2
H -0.855839 -1.490378 0.158734 -0.6 -0.6 0.1
H -2.529348 1.165932 0.111436 0.0 -1.6 -0.5